No. 1
48
Properties=species:S:1:pos:R:3:mulliken_charge:R:1 method="wB97M-V/def2-TZVPD" smiles="CC[C@@H](N[C@@H](C)CC(N)=O)c1ccc(Cl)c(C(=O)c2ccc(N)nn2)c1F" lumo_ha=-0.004 de_lowest_kcal_mol=0.0 total_charge=0 gap_ev=8.7
O 0.71 3.25 2.17 -0.615
O 2.93 -3.94 1.82 -0.610
F -1.54 1.20 1.33 -0.375
Cl 2.66 2.71 -1.26 -0.207
N -0.08 4.25 -1.14 0.168
N -0.33 5.31 -1.90 -0.964
C 0.59 3.08 0.96 -0.274
C 2.63 -4.26 0.71 0.545
C 0.32 4.30 0.19 0.493
C -0.10 6.48 -1.34 0.772
C 0.58 5.59 0.76 -0.616
C 0.24 6.70 0.03 -0.478
C 1.54 0.25 -1.34 -1.083
C 0.63 -0.71 -0.92 -0.326
C -0.43 0.85 0.59 0.711
C 1.55 1.48 -0.65 1.067
C 0.63 1.77 0.32 -0.044
C -0.39 -0.43 0.07 0.272
N 3.66 -5.03 0.18 -0.455
N -0.57 7.53 -2.09 -0.417
N -0.89 -2.83 0.11 -0.159
C -3.60 -2.21 -0.76 -1.374
C -0.44 -4.28 2.18 -1.295
C 1.19 -4.08 0.15 -1.109
C -2.49 -1.12 -0.75 -0.489
C 0.20 -3.35 1.08 0.174
C -1.42 -1.48 0.33 -0.037
H 0.80 5.81 1.78 0.465
H 0.26 7.78 0.38 0.233
H 2.46 0.16 -1.92 0.330
H 0.80 -1.67 -1.45 0.253
H 4.39 -5.12 0.92 0.243
H 3.74 -5.54 -0.74 0.190
H -1.01 7.43 -2.98 0.224
H -0.12 8.36 -1.90 0.214
H -1.62 -3.49 0.02 0.225
H -3.14 -3.20 -1.10 0.337
H -4.43 -1.94 -1.40 0.413
H -4.02 -2.35 0.23 0.335
H 0.41 -4.90 2.67 0.368
H -1.23 -4.98 1.83 0.304
H -0.92 -3.65 3.03 0.294
H 1.25 -3.61 -0.77 0.447
H 0.80 -5.03 -0.13 0.407
H -2.10 -0.98 -1.75 0.362
H -3.06 -0.20 -0.41 0.287
H 0.79 -2.58 1.51 0.386
H -1.82 -1.31 1.33 0.410

No. 2
49
Properties=species:S:1:pos:R:3:mulliken_charge:R:1 method="wB97M-V/def2-TZVPD" smiles="CSCC[C@H](NC(=O)c1ccc([N+](=O)[O-])cc1Cl)C(=O)O[C@H]1CCCCC1=O" lumo_ha=-0.028 de_lowest_kcal_mol=9.7 total_charge=0 gap_ev=8.0
C 2.11 4.62 3.31 -0.751
H 2.46 4.31 4.29 0.245
H 2.21 5.69 3.21 0.354
H 2.67 4.12 2.52 0.209
S 0.34 4.26 3.17 -0.119
C 0.31 2.51 3.70 -0.774
C 1.09 1.58 2.78 -1.097
H 1.01 0.56 3.16 0.445
H 2.15 1.86 2.77 0.425
C 0.57 1.64 1.34 0.244
N -0.71 0.99 1.21 -0.117
C -1.38 1.14 0.04 0.540
O -1.12 2.00 -0.77 -0.651
C -2.55 0.21 -0.18 0.170
C -3.64 0.77 -0.85 -0.636
C -4.75 0.01 -1.18 -0.650
C -4.75 -1.34 -0.85 -0.132
C -3.67 -1.93 -0.21 -0.591
C -2.58 -1.15 0.13 0.696
Cl -1.27 -1.96 0.90 -0.244
H -3.70 -2.98 0.02 0.569
N -5.89 -2.16 -1.19 1.010
O -6.82 -1.61 -1.75 -0.615
O -5.85 -3.33 -0.90 -0.612
H -5.60 0.44 -1.69 0.477
H -3.59 1.81 -1.11 0.491
H -0.86 0.16 1.76 0.357
C 1.60 1.02 0.39 0.149
O 2.71 1.45 0.22 -0.685
O 1.11 -0.05 -0.21 -0.034
C 1.86 -0.66 -1.25 -0.022
C 0.88 -1.36 -2.19 0.344
O -0.30 -1.38 -2.00 -0.435
C 1.58 -2.07 -3.32 -0.912
H 0.83 -2.58 -3.93 0.324
H 2.09 -1.33 -3.93 0.377
C 2.60 -3.07 -2.76 -0.575
C 3.60 -2.37 -1.85 -0.702
C 2.87 -1.67 -0.70 -0.640
H 3.58 -1.15 -0.06 0.420
H 2.33 -2.40 -0.09 0.265
H 4.30 -3.10 -1.44 0.335
H 4.17 -1.63 -2.42 0.330
H 3.12 -3.55 -3.59 0.317
H 2.07 -3.85 -2.20 0.334
H 2.40 0.13 -1.80 0.387
H 0.46 2.69 1.04 0.338
H -0.75 2.25 3.72 0.375
H 0.71 2.47 4.72 0.467

No. 3
73
Properties=species:S:1:pos:R:3:mulliken_charge:R:1 method="wB97M-V/def2-TZVPD" lumo_ha=-0.047 total_charge=0 gap_ev=9.8
Zn -3.40 -10.13 -4.57 -0.389
C -0.48 -10.71 -1.67 0.582
F -0.13 -11.54 -0.63 -0.220
F 0.24 -9.58 -1.58 -0.172
F -0.15 -11.34 -2.79 -0.144
S -2.34 -10.43 -1.62 0.483
O -2.83 -11.75 -1.99 -0.203
O -2.73 -10.04 -0.31 -0.510
N -2.73 -9.28 -3.00 0.512
S -2.68 -7.87 -2.27 0.869
O -3.95 -7.31 -1.86 -0.627
O -1.58 -7.75 -1.33 -0.567
C -2.02 -6.60 -3.59 0.538
F -2.86 -6.58 -4.67 -0.229
F -2.07 -5.39 -3.03 -0.197
F -0.74 -6.82 -3.98 -0.203
C -4.68 -11.72 -8.04 0.687
F -4.95 -10.38 -8.20 -0.207
F -5.36 -12.44 -8.96 -0.162
F -3.36 -11.97 -8.14 -0.211
S -5.20 -12.30 -6.24 0.740
O -6.28 -11.41 -5.94 -0.626
O -5.60 -13.71 -6.15 -0.453
N -3.80 -11.86 -5.25 0.320
S -3.01 -13.27 -5.12 0.356
O -3.02 -14.02 -6.37 -0.441
O -1.70 -13.08 -4.46 -0.415
C -3.95 -14.27 -3.79 0.575
F -4.30 -15.49 -4.17 -0.258
F -3.20 -14.33 -2.73 -0.173
F -5.07 -13.62 -3.42 -0.197
C -5.81 -15.89 -8.78 -0.565
C -7.01 -15.04 -8.63 0.485
N -7.96 -14.33 -8.44 -0.523
H -4.98 -15.29 -9.16 0.063
H -6.08 -16.71 -9.44 0.348
H -5.39 -16.35 -7.89 0.245
C -2.36 -13.31 -11.12 -0.378
C -1.95 -14.61 -10.65 0.383
N -1.59 -15.62 -10.18 -0.478
H -1.48 -12.67 -11.27 0.325
H -2.62 -12.69 -10.27 -0.158
H -3.04 -13.26 -11.97 0.347
C -5.92 -11.85 -1.22 -1.039
C -5.53 -10.96 -2.32 0.692
N -5.24 -10.30 -3.21 -0.289
H -5.94 -11.26 -0.30 0.374
H -5.22 -12.68 -1.17 0.213
H -6.92 -12.25 -1.39 0.400
C 1.21 -14.35 -2.49 -0.160
C 2.58 -14.84 -2.79 0.090
N 3.63 -15.28 -3.09 -0.390
H 0.49 -15.17 -2.45 0.245
H 0.79 -13.73 -3.27 0.019
H 1.38 -13.89 -1.52 0.207
C 1.02 -9.50 -5.66 -1.109
C -0.48 -9.69 -5.73 0.517
N -1.64 -9.89 -5.77 -0.044
H 1.42 -10.32 -6.25 0.366
H 1.50 -9.31 -4.70 0.289
H 1.20 -8.59 -6.23 0.422
C -6.25 -8.97 -10.67 -0.830
C -5.25 -9.90 -11.31 0.398
N -4.52 -10.61 -11.81 -0.376
H -5.80 -7.99 -10.54 0.306
H -6.44 -9.09 -9.60 0.225
H -7.15 -8.90 -11.28 0.304
C -3.09 -17.37 -1.33 -0.408
C -4.18 -18.19 -1.94 0.283
N -5.00 -18.85 -2.41 -0.386
H -3.30 -17.19 -0.27 0.301
H -2.90 -16.45 -1.88 -0.056
H -2.26 -18.08 -1.33 0.283

No. 4
57
Properties=species:S:1:pos:R:3:lowdin_spin:R:1 method="wB97M-V/def2-TZVPD" multiplicity=6 lumo_ha="0.152 / 0.152" total_charge=-2 s_squared=8.754 gap_ev="6.2 / 6.2"
Mn -0.86 -0.09 0.29 4.717
C -3.25 4.41 -4.54 0.000
O -2.04 3.94 -5.07 0.000
C -1.29 3.13 -4.26 0.002
C -0.07 2.68 -4.82 0.002
C 0.73 1.85 -4.08 0.001
C 0.41 1.43 -2.78 0.002
C 1.21 0.49 -2.03 0.010
C 2.48 -0.10 -2.61 0.002
O 0.91 0.10 -0.91 0.037
C -0.82 1.93 -2.18 0.006
O -1.18 1.68 -1.00 0.040
C -1.65 2.76 -3.00 0.002
H -3.70 5.03 -5.32 0.000
H -3.09 5.01 -3.64 0.000
H -3.93 3.59 -4.29 0.000
H 0.19 3.00 -5.82 0.000
H 1.64 1.50 -4.54 0.000
H 2.87 0.43 -3.47 0.000
H 2.27 -1.14 -2.88 0.000
H 3.23 -0.10 -1.81 0.000
H -2.57 3.09 -2.53 0.000
N -1.03 -1.88 2.06 0.031
C -1.77 -3.13 1.92 0.003
C -1.46 -3.82 0.59 0.001
C -2.04 -2.98 -0.57 0.007
O -3.06 -3.40 -1.14 0.007
O -1.43 -1.90 -0.82 0.036
H -0.03 -2.06 2.11 0.001
H -1.31 -1.39 2.90 0.001
H -2.84 -2.91 1.95 0.000
H -1.55 -3.82 2.75 0.001
H -1.90 -4.81 0.57 0.000
H -0.37 -3.89 0.46 0.000
N -3.32 0.04 -0.06 0.030
H -3.66 -0.80 -0.50 0.001
H -3.40 0.84 -0.68 0.001
H -3.80 0.22 0.81 0.002
F -2.34 2.23 1.59 0.003
C -1.53 1.21 2.10 0.026
F -2.44 0.53 2.96 0.004
C -0.61 1.93 3.09 0.006
F -0.20 1.08 4.06 0.001
F -1.20 2.98 3.74 0.002
F 0.49 2.43 2.50 0.002
C 4.15 -3.88 2.01 0.000
S 5.27 -2.45 1.97 0.000
C 4.55 -1.36 3.15 0.000
C 3.33 -0.75 3.06 0.002
S 2.17 -0.95 1.84 0.009
S 3.02 0.36 4.43 0.000
C 4.52 0.18 5.27 0.000
S 4.92 0.99 6.65 0.000
S 5.57 -0.97 4.52 0.000
H 4.56 -4.61 1.31 0.000
H 3.16 -3.55 1.70 0.000
H 4.13 -4.30 3.02 0.000